# 1
A cluster of 2 separate species, C2H2FNO2 in total at a distorted geometry, computed with ωB97M-V with the def2-TZVPD basis set.

Calculated values
- LUMO (spin up / spin down) (Ha) = -0.0254 / -0.0254
- M (u) = 91.04

Each line ends with the Mulliken charge.
Element x y z (Å)
C  -0.462  0.770  -0.525  -0.962
C  0.714  0.981  0.011  0.827
O  1.768  1.181  0.419  -0.322
H  -0.379  0.945  -1.623  0.270
H  -1.291  0.780  0.185  0.326
O  -0.387  -1.245  1.527  -0.194
N  0.274  -1.262  0.580  0.368
F  -0.237  -2.151  -0.573  -0.313



# 2
The molecule C2H2FNO2 at a distorted geometry, computed with ωB97M-V with the def2-TZVPD basis set.

Calculated values
- LUMO (spin up / spin down) (Ha) = -0.0600 / -0.0693
- M (u) = 91.04

Each line ends with the Mulliken charge.
Element x y z (Å)
C  -0.220  0.151  0.246  -0.616
C  -1.739  0.480  -0.256  0.331
F  -2.234  1.720  -0.071  -0.189
N  -2.733  -0.480  -0.072  0.890
O  -2.408  -1.651  -0.062  -0.558
O  -3.845  -0.083  0.223  -0.518
H  0.429  0.888  0.498  0.335
H  -0.096  -0.832  0.171  0.325



# 3
A cluster of 2 separate species, C2H2FNO2 in total at a distorted geometry, computed with ωB97M-V with the def2-TZVPD basis set.

Calculated values
- LUMO (Ha) = 0.0233
- M (u) = 91.04

Each line ends with the Mulliken charge.
Element x y z (Å)
O  2.278  -1.025  -2.906  -0.382
C  2.480  0.022  -2.492  0.716
O  2.745  1.067  -2.177  -0.326
C  2.291  -0.410  0.271  -0.174
N  1.265  -0.131  -0.332  -0.182
F  0.323  0.883  0.173  -0.223
H  2.795  0.002  1.160  0.293
H  2.881  -1.178  -0.294  0.278



# 4
A cluster of 2 separate species, C2H2FNS in total at a distorted geometry, computed with ωB97M-V with the def2-TZVPD basis set.

Calculated values
- LUMO (spin up / spin down) (Ha) = -0.1313 / -0.1313
- M (u) = 91.11

Each line ends with the Mulliken charge.
Element x y z (Å)
C  0.286  -0.576  1.480  0.391
C  0.046  -0.093  0.218  -0.778
N  0.673  -0.876  2.519  -0.131
F  1.610  -1.037  4.885  -0.167
S  0.555  -2.264  4.828  0.191
H  -0.552  0.890  0.080  0.212
H  0.664  -0.251  -0.613  0.282



# 5
A structure of composition C2H2FO2Zn at a distorted geometry, computed with ωB97M-V with the def2-TZVPD basis set.

Calculated values
- LUMO (Ha) = -0.3106
- M (u) = 142.42
- net charge = +1

Each line ends with the Mulliken charge.
Element x y z (Å)
H  1.058  1.665  0.790  0.293
O  -0.194  0.079  1.405  -0.382
C  0.757  0.534  0.834  0.350
C  0.835  0.419  -0.702  0.233
O  -0.073  -0.233  -1.210  -0.386
H  1.821  0.532  -1.181  0.431
F  -2.806  -1.982  0.040  -0.538
Zn  -1.398  -1.013  0.024  0.998



# 6
A structure of composition C2H2FO3S at a distorted geometry, computed with ωB97M-V with the def2-TZVPD basis set.

Calculated values
- LUMO (Ha) = 0.1443
- M (u) = 125.10
- net charge = -1

Each line ends with the Mulliken charge.
Element x y z (Å)
C  -1.667  0.279  0.142  0.441
C  0.038  -0.646  0.228  -0.765
O  2.779  -0.116  0.542  -0.602
O  -2.655  0.337  0.762  -0.459
O  1.570  0.760  -1.407  -0.561
F  -1.690  1.095  -0.983  -0.233
S  1.630  0.676  0.035  0.503
H  -0.150  -1.344  -0.543  0.368
H  0.145  -1.042  1.225  0.310



# 7
A structure of composition C2H2FOYb at a distorted geometry, computed with ωB97M-V with the def2-TZVPD basis set.

Calculated values
- LUMO (spin up / spin down) (Ha) = -0.3838 / -0.4164
- spin multiplicity = 2
- M (u) = 234.07
- net charge = +2

Each line ends with the Mulliken charge.
Element x y z (Å)
C  0.952  0.077  0.336  0.823
C  1.982  0.733  -0.218  -0.498
F  1.037  -0.256  1.656  -0.122
O  -0.082  -0.456  -0.214  -0.555
H  2.856  0.980  0.379  0.335
H  1.937  1.014  -1.268  0.280
Yb  -2.090  -0.171  -1.093  1.737



# 8
A cluster of 2 separate species, C2H2I2S2 in total at a distorted geometry, computed with ωB97M-V with the def2-TZVPD basis set.

Calculated values
- LUMO (spin up / spin down) (Ha) = -0.0063 / -0.0933
- spin multiplicity = 3
- M (u) = 343.98

Each line ends with the Mulliken charge.
Element x y z (Å)
C  -0.097  0.505  0.450  -0.455
C  0.475  0.241  -0.679  0.222
S  -2.160  -1.660  1.503  -0.185
S  1.813  1.269  -1.320  -0.207
I  0.044  1.820  1.980  0.226
I  -0.085  -1.417  -1.870  0.100
H  -1.400  -2.028  2.522  0.169
H  1.409  1.270  -2.586  0.129